No. 1
Here is a structure of composition C4H6NdO3 at a distorted geometry from the Open Molecules 2025 dataset. Energies are from ωB97M-V/def2-TZVPD.

Calculated values
Strongest force on any atom   5.2 eV/Å
2S+1   5
Total charge   +4
Gap between HOMO and LUMO (alpha / beta)   3.0 / 7.8 eV
Highest occupied orbital energy (alpha / beta)   -0.9513 / -1.0180 Ha
Total energy   -25605.8159 eV

XYZ file:
```
14
Properties=species:S:1:pos:R:3:mulliken_spin:R:1
H -0.2312 -2.7694 -1.1985 0.012
O 0.3117 -0.9751 0.1583 0.023
C 0.1688 0.4194 0.0917 0.029
O -0.9282 0.9227 0.1546 -0.009
Nd -2.9216 2.5148 0.0146 3.526
O 1.3136 0.9148 -0.0511 -0.023
C 1.5102 2.3568 0.0222 -0.005
H 0.9989 2.8188 -0.8285 -0.004
H 1.1139 2.7114 0.9791 -0.005
H 2.5907 2.4906 -0.0371 0.000
C -0.5564 -1.7441 -0.3615 0.386
C -0.8721 -3.0276 0.1291 0.043
H -0.6968 -3.1851 1.1984 0.025
H -1.8014 -3.4478 -0.2713 0.002
```

No. 2
Here is a structure of composition C13H28AlCl2INO3S at a distorted geometry from the Open Molecules 2025 dataset. Energies are from ωB97M-V/def2-TZVPD.

Calculated values
Strongest force on any atom   1.0 eV/Å
Total charge   -1
Gap between HOMO and LUMO   7.5 eV
Relative energy (zero: lowest compared OMol25 entry of this formula, charge and spin)   0.0 kJ/mol
Highest occupied orbital energy   -0.1783 Ha
Total energy   -72148.7565 eV

XYZ file:
```
50
Properties=species:S:1:pos:R:3:mulliken_charge:R:1
C -3.9602 -1.2656 -0.9235 -1.479
C -2.6249 -0.8158 -1.5367 0.082
C -2.4753 0.7055 -1.6049 -0.065
C -1.0526 1.1542 -2.0044 -0.753
N -0.2113 1.7025 -0.9406 0.012
Al 0.2666 0.5688 0.4940 -1.627
C 1.3297 -1.0348 -0.0928 -0.654
C 1.4795 -1.2370 -1.6099 -0.563
C 2.6749 -2.1068 -2.0226 -1.202
S 2.5880 -3.7746 -1.4514 1.188
O 1.2399 -4.1786 -1.2030 -0.590
O 3.3843 -4.6065 -2.3101 -0.667
O 3.3394 -3.6141 -0.0594 -0.424
C 1.4986 1.7189 1.6644 -0.766
I 2.5012 0.5609 3.1724 -0.126
C 2.4607 2.4861 0.7133 0.187
C 3.9223 2.6667 1.1192 -1.566
C -1.3647 0.0301 1.6373 0.988
Cl -0.9488 -1.4658 2.5761 -0.214
C -1.8865 1.2030 2.5246 0.195
C -3.4125 1.2145 2.6384 -1.366
Cl -1.2458 1.2493 4.1951 -0.217
H -4.7345 -1.4142 -1.6749 0.424
H -3.8335 -2.1737 -0.3363 0.348
H -4.3204 -0.4999 -0.2319 0.236
H -2.5007 -1.2300 -2.5363 0.551
H -1.8255 -1.1906 -0.8907 -0.169
H -2.7571 1.1520 -0.6493 -0.022
H -3.1893 1.0869 -2.3460 0.502
H -0.5520 0.2978 -2.4583 0.155
H -1.1517 1.8972 -2.8074 0.298
H -0.7194 2.4932 -0.5501 0.311
H 2.3382 -0.9104 0.3245 0.660
H 0.9558 -1.9613 0.3456 0.557
H 0.5721 -1.7027 -2.0051 0.182
H 1.5876 -0.2802 -2.1258 0.549
H 3.5875 -1.6655 -1.6217 0.443
H 2.7755 -2.2074 -3.1022 0.476
H 3.1586 -4.4209 0.4391 0.339
H 0.8974 2.4652 2.1884 0.581
H 2.4604 1.9657 -0.2501 0.047
H 2.0201 3.4656 0.5205 0.311
H 4.4011 3.3799 0.4420 0.414
H 4.0086 3.0675 2.1289 0.371
H 4.4662 1.7273 1.0507 0.365
H -2.2392 -0.2830 1.0724 -0.536
H -1.5488 2.1323 2.0671 0.180
H -3.7293 0.4674 3.3653 0.329
H -3.7592 2.1878 2.9911 0.390
H -3.8711 0.9933 1.6749 0.334
```

No. 3
Here is the molecule C4H9NO2 at a distorted geometry from the Open Molecules 2025 dataset. Energies are from ωB97M-V/def2-TZVPD.

Calculated values
Strongest force on any atom   1.1 eV/Å
Gap between HOMO and LUMO   10.0 eV
Relative energy (zero: lowest compared OMol25 entry of this formula, charge and spin)   184.3 kJ/mol
Highest occupied orbital energy   -0.3409 Ha
SMILES   N[C@@H](CO)CC=O
Total energy   -9878.1504 eV

XYZ file:
```
16
Properties=species:S:1:pos:R:3:mulliken_charge:R:1
C 0.8473 -1.1211 -0.7260 -0.606
O 1.3206 -2.3737 -0.2206 -0.508
C 0.0125 -0.2990 0.2691 0.283
C 0.2555 1.2001 -0.0387 -0.823
C -0.8067 2.1379 0.5125 -0.086
O -0.5481 3.1619 1.0941 -0.479
N -1.4012 -0.6321 0.2470 -0.667
H 1.6791 -0.5440 -1.1420 0.327
H 0.2361 -1.4216 -1.5831 0.276
H 1.7346 -2.2337 0.6382 0.314
H 0.4152 -0.4265 1.2808 0.463
H 1.2338 1.5043 0.3285 0.332
H 0.1806 1.4578 -1.0999 0.330
H -1.8440 1.8674 0.3049 0.381
H -1.5993 -1.4336 0.8237 0.228
H -1.7159 -0.8441 -0.6884 0.237
```